Record 1
{
  "formula": "C10H12O2",
  "method": "ωB97M-V/def2-TZVPD",
  "charge": 0,
  "molar_mass_da": 164.20,
  "e_above_lowest_kcal_mol": 175.7,
  "gap_ev": 9.11,
  "largest_force_ev_per_a": 2.93,
  "total_energy_ha": -538.4398,
  "lumo_ev": 0.8,
  "symbols": ["C", "H", "H", "C", "C", "H", "C", "C", "H", "C", "H", "C", "C", "H", "C", "H", "H", "H", "H", "C", "O", "H", "O", "H"],
  "xyz": [[-0.130, -0.126, -0.300], [-1.472, 2.644, -3.398], [-1.847, 2.490, -1.551], [-1.278, 2.202, -2.402], [0.209, 2.007, -1.994], [-0.085, -2.985, 0.441], [0.665, -0.151, 2.763], [0.482, -1.238, -0.685], [0.865, 0.931, 2.689], [-0.015, -0.867, 1.527], [0.075, -1.334, -3.053], [0.599, -2.063, 0.574], [-0.168, 0.518, -1.780], [1.659, -0.641, -2.316], [-0.556, -0.585, 3.569], [0.907, 2.110, -2.794], [-0.446, -1.470, 4.250], [1.551, -2.483, 0.870], [-1.005, 0.283, 4.064], [0.598, -0.831, -2.209], [-1.444, 0.778, -2.482], [1.613, -0.602, 3.068], [-1.154, -1.208, 2.224], [0.377, 2.621, -1.077]]
}

---

Record 2
{
  "formula": "C10H12O2S",
  "method": "ωB97M-V/def2-TZVPD",
  "charge": 0,
  "molar_mass_da": 196.27,
  "e_above_lowest_kcal_mol": 56.7,
  "gap_ev": 9.89,
  "largest_force_ev_per_a": 4.82,
  "total_energy_ha": -936.8494,
  "lumo_ev": 0.7,
  "symbols": ["C", "H", "H", "O", "C", "C", "S", "H", "H", "C", "H", "C", "O", "C", "C", "C", "H", "H", "H", "C", "H", "C", "H", "H", "H"],
  "xyz": [[0.442, -1.721, -0.700], [1.640, -3.406, -0.705], [0.055, 2.105, -1.237], [-4.264, -0.589, -0.094], [-1.579, 0.950, 0.751], [1.330, 0.295, 0.116], [-2.959, -1.180, 0.049], [-1.335, -0.972, 1.679], [-1.708, 1.894, -1.811], [0.256, -0.366, -0.384], [1.469, 1.346, 0.196], [-1.042, 0.445, -0.565], [-2.070, -0.445, -1.116], [-0.725, 1.452, -1.554], [2.716, -1.675, 0.048], [1.642, -2.323, -0.493], [-0.294, -2.313, -1.226], [-2.261, 1.706, 0.727], [3.612, -2.175, 0.383], [-2.098, -0.238, 1.430], [-0.231, 1.037, -2.524], [2.614, -0.343, 0.261], [3.469, 0.091, 0.649], [-2.832, -0.171, 2.100], [-0.670, 1.414, 1.377]]
}

---

Record 3
{
  "formula": "C10H12O4S",
  "method": "ωB97M-V/def2-TZVPD",
  "charge": 0,
  "molar_mass_da": 228.27,
  "e_above_lowest_kcal_mol": 95.5,
  "gap_ev": 8.08,
  "largest_force_ev_per_a": 6.96,
  "total_energy_ha": -1087.1946,
  "lumo_ev": -1.3,
  "smiles": "C#CCC1=C(S)C(=O)OC1=O.CC(C)O",
  "symbols": ["S", "H", "C", "H", "C", "H", "H", "H", "C", "C", "H", "H", "C", "O", "H", "C", "C", "O", "O", "H", "C", "O", "H", "H", "C", "H", "C"],
  "xyz": [[-1.194, -1.087, 1.411], [2.100, 0.605, -1.840], [-3.407, 2.475, 1.954], [-0.551, 2.844, 0.345], [1.388, -1.431, -1.992], [-0.674, 3.486, 2.082], [2.041, -2.743, -3.592], [2.759, -3.110, -2.008], [1.847, -2.782, -2.517], [2.438, -0.358, -2.233], [3.371, -0.601, -1.714], [-0.851, -1.173, 0.058], [1.786, 0.965, 1.947], [-4.658, -0.784, 2.291], [2.667, 0.212, 1.896], [0.691, 1.716, 1.964], [-2.002, 1.728, 1.691], [-4.472, 1.516, 1.782], [-3.528, 3.709, 2.219], [1.087, -3.546, -2.326], [-3.926, 0.194, 1.967], [1.125, -1.530, -0.593], [1.948, -1.783, -0.151], [0.452, -1.145, -2.481], [-0.620, 2.509, 1.444], [2.651, -0.246, -3.300], [-2.347, 0.331, 1.701]]
}

---

Record 4
{
  "formula": "C10H13BClNO4",
  "method": "ωB97M-V/def2-TZVPD",
  "charge": 0,
  "molar_mass_da": 257.48,
  "gap_ev": 8.59,
  "largest_force_ev_per_a": 4.22,
  "total_energy_ha": -1229.6639,
  "lumo_ev": 0.4,
  "smiles": "NC[C@H]1OB(O)c2c(OCCO)ccc(Cl)c21",
  "symbols": ["O", "C", "C", "H", "Cl", "H", "B", "H", "H", "O", "C", "C", "C", "C", "O", "H", "C", "N", "H", "H", "O", "H", "H", "H", "H", "H", "H", "C", "C", "C"],
  "xyz": [[-1.211, 2.186, -1.563], [-1.096, 0.426, 2.382], [2.578, 0.875, -0.681], [-0.234, -4.096, -0.619], [-1.968, -3.260, 1.533], [-1.622, 1.137, 2.984], [-1.336, 1.119, -0.689], [-0.244, 1.909, 1.402], [3.474, 0.387, -1.106], [-2.152, 1.251, 0.434], [0.422, -2.344, -1.555], [-1.106, -2.360, 0.258], [-1.856, 0.038, 1.146], [-1.165, -0.986, 0.237], [2.070, 0.016, 0.321], [1.377, 0.432, 0.869], [-0.240, -3.031, -0.571], [0.043, 1.196, 2.032], [-1.886, 2.799, -1.144], [0.679, 1.389, -1.389], [1.200, -0.241, -2.407], [-2.869, -0.429, 1.372], [1.220, -2.947, -2.061], [0.514, 1.599, 2.814], [1.996, 1.774, -2.562], [2.961, 1.816, -0.256], [-0.844, -0.491, 2.975], [-0.610, -0.248, -0.745], [0.334, -0.943, -1.568], [1.570, 1.027, -1.842]]
}